Formula: C4H4ClPS
Source: the Open Molecules 2025 dataset
Level of theory: ωB97M-V/def2-TZVPD

XYZ file:
```
11
Properties=species:S:1:pos:R:3:nbo_charge:R:1
C -1.673 -0.762 -0.440 -0.25
C -0.536 0.128 -0.669 -0.35
C -1.513 -1.528 0.712 -0.46
C 0.329 0.025 0.378 -0.25
P 2.832 1.222 0.448 0.50
S -0.063 -1.173 1.529 0.45
Cl 2.801 1.990 -1.458 -0.29
H -2.367 -0.710 -1.231 0.23
H -0.457 0.673 -1.500 0.22
H -2.134 -2.388 1.105 0.25
H 2.782 2.523 1.126 -0.04
```

E_tot (Eh): -1354.430499
Frontier orbital gap (alpha / beta) (Ha): 0.28309 / 0.28103
Highest occupied orbital energy (alpha / beta) (eV): -9.0 / -8.8
Relative energy (zero: lowest compared OMol25 entry of this formula, charge and spin) (kcal per mole): 56.5
LUMO energy (alpha / beta) (hartree): -0.046 / -0.042

***

Formula: C4H4CuLiO2
Source: the Open Molecules 2025 dataset
Level of theory: ωB97M-V/def2-TZVPD

XYZ file:
```
12
Properties=species:S:1:pos:R:3:nbo_charge:R:1
C -1.609 0.147 0.625 0.31
O -1.755 -0.052 1.881 -0.79
H -2.514 0.366 0.015 0.15
Cu 0.155 -0.110 2.581 0.71
O 1.919 -0.247 -0.007 -0.81
C 0.665 -0.508 -0.676 0.03
C 0.088 0.632 -1.424 -0.75
C -0.379 0.275 0.023 -0.57
H 2.416 -1.034 0.204 0.48
H 0.504 -1.569 -0.901 0.19
H -0.636 0.324 -2.195 0.19
Li 1.147 1.776 -0.127 0.88
```

E_tot (Eh): -1953.122450
Frontier orbital gap (alpha / beta) (Ha): 0.18866 / 0.18869
Highest occupied orbital energy (alpha / beta) (eV): -6.2 / -6.2
Relative energy (zero: lowest compared OMol25 entry of this formula, charge and spin) (kcal per mole): 26.0
LUMO energy (alpha / beta) (hartree): -0.040 / -0.040

***

Formula: C4H4ErO2
Source: the Open Molecules 2025 dataset
Level of theory: ωB97M-V/def2-TZVPD

XYZ file:
```
11
Properties=species:S:1:pos:R:3:mulliken_spin:R:1
H -0.017 1.167 -1.836 0.02
O -0.183 1.324 2.720 0.09
C 0.081 0.548 1.907 0.03
C 0.365 -0.374 0.993 0.21
C -0.122 0.293 -1.191 0.35
C -1.267 -0.329 -0.833 0.22
H 0.440 -1.425 1.265 0.00
H -1.305 -1.406 -0.655 0.02
H -2.182 0.257 -0.925 0.02
O 0.965 0.085 -0.363 0.04
Er 3.225 -0.141 -1.082 2.00
```

E_tot (Eh): -1318.887136
2S+1: 4
<S²>: 3.76
Frontier orbital gap (alpha / beta) (Ha): 0.30017 / 0.21626
Highest occupied orbital energy (alpha / beta) (eV): -22.5 / -21.6
Relative energy (zero: lowest compared OMol25 entry of this formula, charge and spin) (kcal per mole): 81.8
Charge: +3
LUMO energy (alpha / beta) (hartree): -0.528 / -0.578

***

Formula: C4H4EuO2
Source: the Open Molecules 2025 dataset
Level of theory: ωB97M-V/def2-TZVPD

XYZ file:
```
11
Properties=species:S:1:pos:R:3:mulliken_spin:R:1
O -1.350 1.689 0.247 -0.02
C -0.277 1.112 -0.339 -0.02
H 0.510 1.822 -0.645 0.00
C -0.365 -0.238 -0.851 0.00
C 0.955 -0.918 -0.582 0.00
C 0.504 -0.215 0.668 -0.01
O -0.049 -0.826 1.702 -0.02
Eu -1.380 0.888 2.266 7.06
H -1.306 -0.791 -0.841 0.00
H 1.854 -0.509 -1.063 0.00
H 0.904 -2.014 -0.563 0.00
```

E_tot (Eh): -1015.488039
2S+1: 8
<S²>: 15.76
Frontier orbital gap (alpha / beta) (Ha): 0.17895 / 0.18079
Highest occupied orbital energy (alpha / beta) (eV): -6.0 / -6.0
Relative energy (zero: lowest compared OMol25 entry of this formula, charge and spin) (kcal per mole): 3.5
LUMO energy (alpha / beta) (hartree): -0.040 / -0.040

***

Formula: C4H4F5N
Source: the Open Molecules 2025 dataset
Level of theory: ωB97M-V/def2-TZVPD

XYZ file:
```
14
Properties=species:S:1:pos:R:3:nbo_charge:R:1
C -2.134 -2.138 0.302 0.18
C -1.758 -0.910 0.069 -0.06
C 1.363 0.501 -0.081 -0.53
C -2.418 0.415 -0.199 0.91
N 0.707 -0.761 -0.335 0.11
F -1.314 -3.159 0.464 -0.31
F -2.634 0.583 -1.492 -0.31
F -3.623 0.402 0.420 -0.32
F -1.687 1.477 0.204 -0.32
F 0.903 -1.062 -1.642 -0.23
H -3.213 -2.573 0.592 0.19
H 0.943 0.996 0.882 0.24
H 2.400 0.300 -0.126 0.23
H 1.291 1.338 -0.968 0.21
```

E_tot (Eh): -708.660516
Frontier orbital gap (alpha / beta) (Ha): 0.33449 / 0.33641
Highest occupied orbital energy (alpha / beta) (eV): -9.6 / -10.1
Relative energy (zero: lowest compared OMol25 entry of this formula, charge and spin) (kcal per mole): 113.7
LUMO energy (alpha / beta) (hartree): -0.020 / -0.036

***

Formula: C4H4FNO
Source: the Open Molecules 2025 dataset
Level of theory: ωB97M-V/def2-TZVPD

XYZ file:
```
11
Properties=species:S:1:pos:R:3:nbo_charge:R:1
C -1.373 -0.615 -0.016 -0.60
C -0.014 -0.080 0.106 -0.23
C 0.243 1.319 0.092 -0.02
N 1.496 1.611 0.022 -0.12
O 2.192 0.399 -0.039 -0.29
C 1.277 -0.531 0.075 0.69
F 1.605 -1.920 0.026 -0.32
H -2.010 -0.022 0.430 0.21
H -1.688 -0.780 -1.142 0.22
H -1.359 -1.577 0.332 0.23
H -0.370 2.194 0.114 0.22
```

E_tot (Eh): -384.588356
Frontier orbital gap (Ha): 0.38652
Highest occupied orbital energy (eV): -9.7
Relative energy (zero: lowest compared OMol25 entry of this formula, charge and spin) (kcal per mole): 54.7
SMILES: Cc1cnoc1F
LUMO energy (hartree): 0.029

***

Formula: C4H4FNO2
Source: the Open Molecules 2025 dataset
Level of theory: ωB97M-V/def2-TZVPD

XYZ file:
```
12
Properties=species:S:1:pos:R:3:nbo_charge:R:1
C 2.791 0.018 0.001 -0.67
C 1.286 -0.121 -0.025 0.51
N 0.552 -1.218 -0.085 -0.45
C -0.729 -0.690 0.030 0.30
O -1.879 -1.452 0.037 -0.66
C -0.695 0.666 0.091 0.49
F -1.786 1.482 -0.049 -0.31
O 0.574 1.053 0.017 -0.42
H 3.173 0.268 1.051 0.24
H 3.057 0.723 -0.779 0.24
H 3.157 -0.982 -0.161 0.25
H -2.661 -0.864 -0.096 0.49
```

E_tot (Eh): -459.885553
Frontier orbital gap (Ha): 0.34217
Highest occupied orbital energy (eV): -8.7
Relative energy (zero: lowest compared OMol25 entry of this formula, charge and spin) (kcal per mole): 8.2
SMILES: Cc1nc(O)c(F)o1
LUMO energy (hartree): 0.024

***

Formula: C4H4FNS
Source: the Open Molecules 2025 dataset
Level of theory: ωB97M-V/def2-TZVPD

XYZ file:
```
11
Properties=species:S:1:pos:R:3:nbo_charge:R:1
F -2.380 -1.065 -0.199 -0.33
C -1.076 -0.786 -0.367 0.21
C -0.220 -0.685 0.925 -0.34
C 1.314 -0.726 0.740 0.08
N 1.904 0.131 0.027 -0.50
S 0.787 1.305 -0.592 0.42
C -0.641 0.562 0.163 -0.45
H -0.586 -1.287 -1.229 0.19
H -0.742 -0.903 1.861 0.25
H 1.851 -1.569 1.143 0.20
H -1.288 1.359 0.529 0.26
```

E_tot (Eh): -707.560190
Frontier orbital gap (Ha): 0.35285
Highest occupied orbital energy (eV): -8.7
Relative energy (zero: lowest compared OMol25 entry of this formula, charge and spin) (kcal per mole): 28.1
SMILES: F[C@@H]1[C@H]2C=NS[C@@H]12
LUMO energy (hartree): 0.035

***

Formula: C4H4FP
Source: the Open Molecules 2025 dataset
Level of theory: ωB97M-V/def2-TZVPD

XYZ file:
```
10
Properties=species:S:1:pos:R:3:nbo_charge:R:1
C -0.655 -0.775 -0.388 -0.23
C 0.682 -0.621 -0.420 -0.68
C -1.032 1.555 -0.030 -0.42
C -1.470 0.314 -0.197 0.30
F -2.807 0.110 -0.187 -0.33
P 1.831 0.621 -0.285 0.45
H -1.124 -1.673 -0.723 0.23
H 1.166 -1.595 -0.412 0.25
H -1.756 2.430 0.046 0.23
H 0.228 2.113 0.038 0.21
```

E_tot (Eh): -595.853998
Frontier orbital gap (alpha / beta) (Ha): 0.22197 / 0.25460
Highest occupied orbital energy (alpha / beta) (eV): -7.9 / -8.0
Relative energy (zero: lowest compared OMol25 entry of this formula, charge and spin) (kcal per mole): 103.6
LUMO energy (alpha / beta) (hartree): -0.068 / -0.041

***

Formula: C4H4FPS
Source: the Open Molecules 2025 dataset
Level of theory: ωB97M-V/def2-TZVPD

XYZ file:
```
11
Properties=species:S:1:pos:R:3:nbo_charge:R:1
C 0.125 0.928 -1.016 -0.22
C 0.287 -0.348 -0.319 -0.17
C -0.659 1.800 -0.315 -0.55
C -0.538 -0.523 0.758 -0.66
F 3.090 0.982 0.522 -0.46
P -1.532 0.917 1.059 0.69
S 3.659 -0.542 0.480 0.47
H 0.552 1.169 -1.913 0.21
H 1.251 -0.907 -0.621 0.22
H -0.682 2.851 -0.550 0.23
H -0.628 -1.412 1.514 0.25
```

E_tot (Eh): -994.058352
Frontier orbital gap (alpha / beta) (Ha): 0.21739 / 0.26039
Highest occupied orbital energy (alpha / beta) (eV): -8.5 / -8.9
Relative energy (zero: lowest compared OMol25 entry of this formula, charge and spin) (kcal per mole): 44.9
LUMO energy (alpha / beta) (hartree): -0.094 / -0.065

***

Formula: C4H4FeO2
Source: the Open Molecules 2025 dataset
Level of theory: ωB97M-V/def2-TZVPD

XYZ file:
```
11
Properties=species:S:1:pos:R:3:mulliken_spin:R:1
H -0.333 2.947 -0.144 0.96
O -2.476 1.329 -0.693 0.00
C -1.741 0.496 -0.765 0.04
C -0.721 -0.534 -0.860 0.01
C -0.087 -0.802 0.477 0.08
C 1.104 -0.403 0.823 -0.02
O 2.158 -0.052 1.193 0.08
Fe 3.964 0.023 1.628 3.85
H -0.019 -0.182 -1.635 0.00
H -1.240 -1.424 -1.257 0.00
H -0.608 -1.399 1.233 0.00
```

E_tot (Eh): -1567.469873
2S+1: 6
<S²>: 8.76
Frontier orbital gap (alpha / beta) (Ha): 0.20314 / 0.24967
Highest occupied orbital energy (alpha / beta) (eV): -21.2 / -23.9
Relative energy (zero: lowest compared OMol25 entry of this formula, charge and spin) (kcal per mole): 32.5
Charge: +3
LUMO energy (alpha / beta) (hartree): -0.574 / -0.628

***

Formula: C4H4GaO2
Source: the Open Molecules 2025 dataset
Level of theory: ωB97M-V/def2-TZVPD

XYZ file:
```
11
Properties=species:S:1:pos:R:3:mulliken_spin:R:1
H -0.187 1.894 -0.172 0.07
O -0.694 -1.617 -1.813 0.02
C 0.480 -1.237 -1.113 0.03
C 0.144 -0.433 0.066 0.76
C 0.102 0.852 0.477 -0.06
H -0.440 -1.981 -2.667 0.00
H 1.150 -0.640 -1.763 0.08
H 1.047 -2.131 -0.796 0.04
C -0.665 1.557 1.332 0.08
O -0.784 2.067 2.430 0.00
Ga -0.153 1.668 4.018 -0.01
```

E_tot (Eh): -2229.095183
2S+1: 2
<S²>: 0.77
Frontier orbital gap (alpha / beta) (Ha): 0.21499 / 0.23443
Highest occupied orbital energy (alpha / beta) (eV): -18.8 / -18.9
Relative energy (zero: lowest compared OMol25 entry of this formula, charge and spin) (kcal per mole): 52.5
Charge: +2
LUMO energy (alpha / beta) (hartree): -0.475 / -0.462